Here is a structure of composition C39H39CoN6O4 from the Open Molecules 2025 dataset. Energies are from ωB97M-V/def2-TZVPD.

Results
- Multiplicity: 2
- Energy relative to the best compared isomer or geometry (same formula, charge and spin): 0.0 kJ/mol
- HOMO-LUMO gap (alpha / beta): 6.84 / 6.87 eV
- LUMO energy (alpha / beta): -3.33 / -3.35 eV
- HOMO energy (alpha / beta): -0.3737 / -0.3754 Eh
- Net charge: +1

Geometry (Å):
Co -1.4753 -1.0802 0.3538
C -0.6632 5.4886 -0.4599
C -0.9973 4.1289 0.0977
C -0.7419 3.8123 1.4104
C -1.0979 2.5597 1.9567
C -0.8896 2.1262 3.2656
N 0.0019 2.5107 4.1577
C 1.2752 3.1821 3.8990
C 2.1964 2.3745 2.9710
C 2.5359 0.9552 3.4450
N 1.5009 -0.0465 3.1665
C 1.3247 -1.0758 3.9510
C 0.4709 -2.1829 3.7857
C 0.4313 -3.1582 4.8050
C -0.3917 -4.2594 4.7424
C -0.3975 -5.3017 5.8305
C -1.2472 -4.3696 3.6419
C -1.2725 -3.4368 2.6107
C -2.2095 -3.6178 1.5321
N -2.4665 -2.8027 0.5765
C -3.4336 -3.2624 -0.4203
C -4.2776 -2.1322 -0.9930
C -3.4533 -1.1398 -1.8086
N -2.6558 -0.3072 -0.9211
C -2.6285 0.9554 -1.1163
C -1.9733 1.9145 -0.2509
C -1.6209 3.1681 -0.7167
C -1.7119 1.5668 1.1111
O -1.9532 0.4128 1.5613
C -0.3567 -2.3417 2.6262
O -0.2307 -1.5348 1.6653
H 0.0551 6.0096 0.1703
H -1.5626 6.1046 -0.5265
H -0.2497 5.3974 -1.4644
H -0.3281 4.5742 2.0598
H -1.5220 1.3029 3.5851
H -0.0468 2.0321 5.0426
H 1.7496 3.3359 4.8680
H 1.1091 4.1650 3.4652
H 3.1317 2.9294 2.8908
H 1.7585 2.3081 1.9760
H 2.7476 0.9448 4.5179
H 3.4494 0.6414 2.9344
H 1.0385 -0.0052 2.2394
H 1.8986 -1.0488 4.8751
H 1.0893 -3.0328 5.6592
H 0.5246 -5.2727 6.4084
H -0.5062 -6.3004 5.4092
H -1.2274 -5.1358 6.5204
H -1.9220 -5.2175 3.5850
H -2.7645 -4.5603 1.5585
H -4.0912 -4.0179 0.0201
H -2.8771 -3.7361 -1.2349
H -4.7825 -1.6038 -0.1798
H -5.0437 -2.5692 -1.6336
H -4.1094 -0.5153 -2.4214
H -2.7711 -1.6811 -2.4665
H -3.1430 1.3611 -1.9897
H -1.8134 3.4066 -1.7586
O 1.2278 0.8016 0.6534
C 0.9641 0.4483 -0.5011
N 1.5323 0.9817 -1.6155
C 1.1894 0.2264 -2.8017
C 0.1137 -0.7116 -2.2011
O -0.5643 -1.4935 -2.8418
N 0.0656 -0.5293 -0.8562
C 2.3336 -0.6637 -3.2986
C 3.4977 -0.8408 -2.5616
C 4.5184 -1.6475 -3.0482
C 4.3770 -2.2908 -4.2666
C 3.2058 -2.1336 -4.9942
C 2.1901 -1.3223 -4.5167
C 0.7076 1.1456 -3.9144
C -0.5729 1.0894 -4.4463
C -0.9359 1.9372 -5.4866
C -0.0258 2.8478 -5.9977
C 1.2521 2.9202 -5.4585
C 1.6157 2.0700 -4.4285
H 2.2881 1.6431 -1.5830
H 3.6128 -0.3585 -1.5993
H 5.4258 -1.7707 -2.4707
H 5.1736 -2.9156 -4.6489
H 3.0779 -2.6397 -5.9425
H 1.2760 -1.2034 -5.0839
H -1.2821 0.3647 -4.0670
H -1.9321 1.8838 -5.9072
H -0.3048 3.4939 -6.8198
H 1.9654 3.6334 -5.8507
H 2.6246 2.1116 -4.0315

=====

Here is a structure of composition C57H45F9I2N3PRuSSb2 from the Open Molecules 2025 dataset. Energies are from ωB97M-V/def2-TZVPD.

Results
- Multiplicity: 6
- Energy relative to the best compared isomer or geometry (same formula, charge and spin): 49.2 kJ/mol
- HOMO-LUMO gap (alpha / beta): 7.55 / 5.46 eV
- LUMO energy (alpha / beta): -7.82 / -9.90 eV
- HOMO energy (alpha / beta): -0.5649 / -0.5646 Eh
- Net charge: +3

Geometry (Å):
Ru -0.2394 0.0446 0.1575
C -1.5422 -2.0660 2.7438
C -1.3979 -0.6482 3.1998
C -1.7404 -0.3490 4.5145
C -1.6461 0.9435 4.9862
C -1.2124 1.9368 4.1212
C -0.8723 1.5957 2.8241
N -0.9488 0.3308 2.3694
Sb 0.0605 3.2959 1.8147
C 1.8604 2.0773 1.6824
C 2.9513 2.3734 2.4824
C 4.1464 1.7095 2.2391
C 4.2343 0.8782 1.1371
C 3.1175 0.6531 0.3392
C 3.2751 -0.0420 -0.9811
N 1.9209 1.1850 0.6838
C -0.1199 3.1537 -0.3672
C -0.0244 4.3886 -0.9829
C 0.1746 4.4386 -2.3583
C 0.3104 3.2574 -3.0609
C 0.2080 2.0409 -2.3938
C 0.4537 0.7570 -3.1309
N -0.0394 2.0137 -1.0689
H -2.5055 -2.4599 3.0693
H -1.4715 -2.1494 1.6722
H -0.7574 -2.6835 3.1931
H -2.0867 -1.1476 5.1590
H -1.9086 1.1766 6.0115
H -1.1379 2.9655 4.4534
H 2.8726 3.1163 3.2655
H 5.0109 1.8842 2.8676
H 5.1775 0.4237 0.8607
H 3.4044 0.7255 -1.7499
H 4.1629 -0.6734 -0.9909
H 2.4107 -0.6385 -1.2454
H -0.0952 5.2992 -0.4000
H 0.2600 5.3913 -2.8672
H 0.5110 3.2637 -4.1253
H -0.1936 0.6790 -4.0029
H 1.4831 0.7293 -3.4945
H 0.2965 -0.1112 -2.4911
S 0.8508 -2.0060 0.3316
Sb 2.4072 -3.7882 0.6992
C 2.4563 -3.9587 2.7934
C 2.5859 -2.8195 3.5855
C 2.7145 -2.9732 4.9573
C 2.7107 -4.2464 5.5189
C 2.5798 -5.3731 4.7171
C 2.4531 -5.2374 3.3406
C 1.5065 -5.5172 -0.0767
C 2.0968 -6.2467 -1.1030
C 1.4375 -7.3726 -1.5765
C 0.2183 -7.7494 -1.0275
C -0.3544 -7.0114 0.0042
C 0.2883 -5.8839 0.4892
C 4.2603 -3.1639 -0.0738
C 4.5936 -3.4508 -1.3952
C 5.8603 -3.1111 -1.8471
C 6.7636 -2.4943 -0.9891
C 6.4071 -2.1995 0.3225
C 5.1479 -2.5374 0.7955
H 2.5789 -1.8289 3.1415
H 2.8284 -2.1011 5.5889
H 2.8134 -4.3606 6.5908
H 2.5843 -6.3610 5.1598
H 2.3634 -6.1183 2.7149
H 3.0598 -5.9724 -1.5145
H 1.8816 -7.9571 -2.3720
H -0.2815 -8.6380 -1.3927
H -1.2987 -7.3202 0.4351
H -0.1463 -5.3129 1.3035
H 3.8824 -3.9112 -2.0701
H 6.1471 -3.3393 -2.8658
H 7.7549 -2.2448 -1.3448
H 7.1170 -1.7206 0.9846
H 4.8741 -2.3257 1.8223
F -5.8360 -5.2517 1.7860
C -6.5594 -4.1783 1.4240
F -7.3970 -4.5555 0.4535
F -7.2905 -3.7971 2.4786
C -5.6619 -3.0549 0.9595
C -4.3794 -3.3293 0.5172
C -3.5574 -2.2853 0.1240
C -4.0116 -0.9698 0.1755
C -5.3250 -0.7097 0.5677
C -6.1448 -1.7527 0.9658
P -2.8843 0.3391 -0.4139
C -3.4824 1.8646 0.3985
C -3.8876 1.8428 1.7353
C -4.2223 3.0169 2.3916
C -4.1267 4.2283 1.7235
C -3.7560 4.2672 0.3869
C -3.4303 3.0902 -0.2705
C -4.2900 5.5191 2.4884
F -5.0522 5.3698 3.5710
F -4.7862 6.4954 1.7340
F -3.0624 5.9178 2.9113
C -3.4313 0.5269 -2.1415
C -4.6101 1.1976 -2.4676
C -5.0321 1.2495 -3.7846
C -4.2858 0.6290 -4.7771
C -3.1288 -0.0633 -4.4616
C -2.7102 -0.1179 -3.1408
C -4.7227 0.7416 -6.2183
F -4.2502 1.8820 -6.7515
F -4.2513 -0.2775 -6.9484
F -6.0526 0.7566 -6.3231
H -4.0251 -4.3516 0.4843
H -2.5602 -2.4943 -0.2471
H -5.7201 0.2972 0.5614
H -7.1609 -1.5551 1.2834
H -3.9714 0.8997 2.2616
H -4.5714 2.9912 3.4159
H -3.7420 5.2124 -0.1418
H -3.1684 3.1228 -1.3211
H -5.2088 1.6766 -1.7026
H -5.9509 1.7619 -4.0414
H -2.5662 -0.5630 -5.2412
H -1.8367 -0.6901 -2.8755
I -0.6800 -3.4609 -2.4352
I -2.3553 -4.5410 -4.2102

=====

Here is a structure of composition C6H11F6N3O12P2PdS2 from the Open Molecules 2025 dataset. Energies are from ωB97M-V/def2-TZVPD.

Results
- Multiplicity: 3
- Energy relative to the best compared isomer or geometry (same formula, charge and spin): 114.4 kJ/mol
- HOMO-LUMO gap (alpha / beta): 8.09 / 7.96 eV
- LUMO energy (alpha / beta): -2.46 / -2.50 eV
- HOMO energy (alpha / beta): -0.3876 / -0.3846 Eh
- Net charge: 0

Geometry (Å):
Pd -0.8641 1.4917 -0.9724
N 2.0130 -1.0737 1.0230
C 1.6817 0.3661 1.3512
C 2.5751 0.7628 2.5316
P 2.2684 1.2935 -0.1760
O 2.9453 2.6305 0.3966
O 3.2868 0.3828 -0.7541
O 1.1184 1.8234 -1.0121
P -0.0954 0.5086 1.9109
O -0.6362 -0.8991 1.3547
O -0.1681 0.6271 3.3721
O -0.7561 1.6144 1.0811
H 2.8824 -1.0435 0.4620
H 1.3053 -1.5430 0.4257
H 2.1170 -1.6274 1.8714
H 3.6305 0.6521 2.2708
H 2.3405 0.1468 3.4000
H 2.3912 1.7966 2.8100
H 3.9047 2.5361 0.4306
H -1.4013 -1.2466 1.8347
O -2.7475 1.2378 -1.4042
O -2.3881 1.3653 -2.5942
C -0.8495 6.1754 -0.3772
C -1.0174 4.7615 -0.6639
N -1.1511 3.6505 -0.8873
H 0.0955 6.3224 0.1426
H -1.6679 6.5171 0.2533
H -0.8443 6.7387 -1.3082
F -1.2662 -1.9809 -4.0555
C -0.2794 -2.4792 -3.3165
F 0.8762 -1.9716 -3.7341
F -0.2525 -3.7939 -3.4459
S -0.5355 -1.9966 -1.5470
O -0.4858 -0.5426 -1.6758
O 0.5678 -2.5929 -0.8354
N -1.9698 -2.4050 -1.1458
S -2.4314 -3.8827 -0.7327
O -3.8378 -3.9798 -0.9332
O -1.5430 -4.9127 -1.1688
C -2.2355 -3.8626 1.1032
F -0.9492 -3.8220 1.4550
F -2.7853 -4.9555 1.6142
F -2.8411 -2.7896 1.6454

=====

Here is an isolated molecule of C8H14FO3P from the Open Molecules 2025 dataset. Energies are from ωB97M-V/def2-TZVPD.

Results
- Multiplicity: 1
- Energy relative to the best compared isomer or geometry (same formula, charge and spin): 580.2 kJ/mol
- SMILES string: C[C@@H](F)C[C@]1(P(C)C)COC(=O)O1
- HOMO-LUMO gap: 8.73 eV
- LUMO energy: 0.40 eV
- HOMO energy: -0.3061 Eh
- Net charge: 0

Geometry (Å):
C -1.2524 0.9179 2.9806
C 0.0017 1.4166 1.9932
F 1.3254 1.0377 2.5386
C -0.2430 1.0164 0.4205
C 0.4611 -0.3849 -0.0572
P 0.2242 -0.6552 -1.9693
C -1.5913 -0.2534 -2.4849
C 1.4537 0.4234 -2.9586
C -0.1399 -1.7901 0.5374
O 0.8398 -2.4153 1.4449
C 2.0909 -1.6934 1.0829
O 3.2136 -2.0916 1.7169
O 1.9111 -0.5808 0.0942
H -1.1599 1.4509 4.0276
H -2.2481 1.3077 2.4647
H -1.1801 -0.2541 3.0324
H -0.0446 2.6084 2.0401
H 0.0013 1.9455 -0.2772
H -1.4196 0.8513 0.3031
H -1.9698 0.7389 -1.9484
H -1.6192 -0.0576 -3.6486
H -2.3334 -1.1486 -2.2163
H 1.5522 1.5028 -2.4641
H 1.0458 0.5009 -4.0774
H 2.5142 -0.1198 -2.9756
H -0.1574 -2.5002 -0.4213
H -1.2763 -1.7735 0.8219

=====

Here is an isolated molecule of C4H5NS from the Open Molecules 2025 dataset. Energies are from ωB97M-V/def2-TZVPD.

Results
- Multiplicity: 1
- Energy relative to the best compared isomer or geometry (same formula, charge and spin): 651.9 kJ/mol
- HOMO-LUMO gap (alpha / beta): 7.27 / 7.27 eV
- LUMO energy (alpha / beta): -0.43 / -0.43 eV
- HOMO energy (alpha / beta): -0.2830 / -0.2829 Eh
- Net charge: 0

Geometry (Å):
C 0.1447 -0.5118 -0.9474
C 0.0494 1.5885 -0.6949
C 1.0647 0.5319 -1.0508
C -0.5028 -0.9741 0.2328
N -0.5528 -0.0028 1.3499
S -0.9953 1.4326 0.5693
H 1.6947 0.7343 -0.1886
H 1.5429 0.5736 -1.9428
H -1.4591 -1.4206 -0.0605
H 0.1192 -1.7693 0.5155
H -1.1054 -0.1824 2.2173

=====

Here is a cluster of 2 separate species, C27H31F5N3O in total from the Open Molecules 2025 dataset. Energies are from ωB97M-V/def2-TZVPD.

Results
- Multiplicity: 1
- HOMO-LUMO gap: 7.00 eV
- LUMO energy: -4.61 eV
- HOMO energy: -0.4267 Eh
- Net charge: +1

Geometry (Å):
C 1.0984 4.9686 -0.7239
N 1.3737 3.7070 -0.0792
C 0.8180 3.3966 1.1296
O 0.1339 4.1424 1.8263
C 1.2385 1.9628 1.4651
C 0.0639 0.9978 1.5325
C -0.8991 1.4041 2.5986
C -2.1402 1.9548 2.2841
F -2.4896 2.0944 0.9777
C -3.0037 2.4314 3.2651
F -4.1859 2.9840 2.9268
C -2.6377 2.3316 4.6091
F -3.4593 2.7953 5.5698
C -1.4077 1.7669 4.9522
F -1.0530 1.6639 6.2486
C -0.5597 1.3117 3.9474
F 0.6601 0.8117 4.2944
N 2.1650 1.6393 0.3808
C 2.7801 0.4334 0.3656
C 3.5742 -0.0552 -0.6617
C 4.4023 -1.1774 -0.5509
C 5.3956 -1.5082 -1.5496
C 6.3486 -2.5361 -1.3192
C 7.2827 -2.8766 -2.2849
C 7.4075 -2.1085 -3.4558
C 6.5215 -1.0454 -3.6769
C 5.4962 -0.7805 -2.7712
C 2.1870 2.6545 -0.6943
C 1.5084 2.1541 -1.9750
C 3.5956 3.1807 -1.0038
H 0.3578 5.5137 -0.1354
H 2.0120 5.5704 -0.7952
H 0.7106 4.8068 -1.7361
H 1.7400 1.9601 2.4519
H -0.4531 0.9795 0.5636
H 0.4533 -0.0080 1.7399
H 2.6559 -0.1469 1.2894
H 3.5975 0.5239 -1.5939
H 4.4128 -1.6979 0.4153
H 6.3057 -3.0835 -0.3738
H 7.9177 -3.7499 -2.1348
H 8.1679 -2.3482 -4.1945
H 6.6024 -0.4391 -4.5839
H 4.7551 -0.0157 -3.0183
H 0.4700 1.8611 -1.7602
H 1.4996 2.9697 -2.7085
H 2.0491 1.3048 -2.4018
H 4.0064 3.6864 -0.1191
H 4.2634 2.3629 -1.2839
H 3.5468 3.8929 -1.8391
C 2.4631 -6.1687 0.4570
C 3.4700 -5.9334 -0.6679
C 4.0862 -4.5402 -0.6694
N 3.2293 -3.3886 -0.3675
C 2.0743 -3.6148 0.5264
C 1.4619 -5.0214 0.5371
H 1.9309 -7.1091 0.2697
H 2.9947 -6.2671 1.4107
H 4.2942 -6.6430 -0.5681
H 2.9852 -6.1081 -1.6347
H 4.9211 -4.5392 0.0482
H 4.5348 -4.3444 -1.6504
H 2.9230 -2.9358 -1.2287
H 2.3520 -3.3487 1.5570
H 1.3092 -2.8926 0.2192
H 0.7776 -5.0984 -0.3160
H 0.8741 -5.1219 1.4523

=====

Here is a cluster of 9 separate species, C2H22O10 in total from the Open Molecules 2025 dataset. Energies are from ωB97M-V/def2-TZVPD.

Results
- Multiplicity: 1
- Energy relative to the best compared isomer or geometry (same formula, charge and spin): 123.1 kJ/mol
- SMILES string: OCCO.O.O.O.O.O.O.O.O
- HOMO-LUMO gap: 9.80 eV
- LUMO energy: -0.33 eV
- HOMO energy: -0.3720 Eh
- Net charge: 0

Geometry (Å):
O 3.3286 2.8716 -0.2964
C 2.1532 2.4484 0.1837
C 1.2999 1.9976 -1.0627
O 0.8484 3.0552 -1.8611
H 3.9440 2.6325 0.4006
H 2.3883 1.5283 0.7187
H 1.6240 3.2613 0.6809
H 0.4167 1.4166 -0.7970
H 1.9434 1.3808 -1.6901
H 1.5591 3.3378 -2.4413
O -1.5736 -0.3619 0.0983
H -1.0892 -0.3315 0.9234
H -1.1173 -1.0219 -0.4236
O 1.3703 -1.5013 1.2500
H 0.7935 -1.1235 1.9139
H 2.1781 -0.9922 1.3160
O -0.7223 -3.1964 -1.3156
H -1.3367 -3.3665 -2.0296
H -0.0320 -2.6665 -1.7142
O -0.5158 -3.4804 1.2971
H 0.1753 -2.8197 1.2528
H -0.6681 -3.7300 0.3857
O 0.7767 -1.1231 -2.6475
H 1.6578 -1.4883 -2.7279
H 0.4077 -1.1903 -3.5282
O -3.1704 2.1708 0.1159
H -2.6016 1.4010 0.1192
H -2.5700 2.9125 0.0402
O -4.0397 -1.1005 0.9762
H -3.6963 -1.3177 1.8429
H -3.2894 -0.7389 0.5045
O -0.2019 0.1678 2.5142
H 0.5710 0.6765 2.7595
H -0.8116 0.2919 3.2415

=====

Here is a structure of composition C3H7CrO3 from the Open Molecules 2025 dataset. Energies are from ωB97M-V/def2-TZVPD.

Results
- Multiplicity: 5
- Energy relative to the best compared isomer or geometry (same formula, charge and spin): 71.3 kJ/mol
- HOMO-LUMO gap (alpha / beta): 8.98 / 9.81 eV
- LUMO energy (alpha / beta): -4.70 / -4.85 eV
- HOMO energy (alpha / beta): -0.5027 / -0.5386 Eh
- Net charge: +1

Geometry (Å):
O 0.4866 1.9923 0.1901
C -0.5750 1.3769 -0.4544
C -1.1436 0.2170 0.3524
O -0.1639 -0.7972 0.6802
C 0.8801 -1.3862 -0.3937
Cr 2.0065 0.9702 0.3139
H -0.3108 1.0216 -1.4719
H -1.4226 2.0741 -0.6017
H -1.9428 -0.2927 -0.2000
H -1.5275 0.5601 1.3209
H 0.6819 -2.4571 -0.2478
H 0.4173 -1.1733 -1.3657
O 1.9018 -0.9801 0.3826
H 0.7119 -1.1256 1.4951

=====

Here is a structure of composition C8H14AlI2O4 from the Open Molecules 2025 dataset. Energies are from ωB97M-V/def2-TZVPD.

Results
- Multiplicity: 1
- HOMO-LUMO gap: 7.61 eV
- LUMO energy: 2.37 eV
- HOMO energy: -0.1926 Eh
- Net charge: -1

Geometry (Å):
C 2.3891 -1.0469 0.8866
C 2.2226 -1.1790 -0.6156
I 3.3764 -2.7720 -1.3682
C 1.4851 -0.3858 -1.4052
I 1.4310 -0.6450 -3.5014
C 0.6011 0.8371 -1.0989
O 1.2589 1.9768 -1.5977
Al 2.3457 2.5529 -0.2610
O 1.3094 1.7488 1.0070
C 0.2131 1.2631 0.3404
O -0.4722 0.2926 1.1525
C -1.1126 -0.7908 0.5403
C -2.5153 -0.4509 -0.0506
C -3.6028 -1.2960 0.6185
O -2.8052 0.9315 0.0432
H 1.4451 -1.1832 1.4173
H 3.0965 -1.7821 1.2702
H 2.7473 -0.0486 1.1437
H -0.3424 0.6782 -1.6512
H 2.3118 4.1534 -0.0912
H 3.8174 1.9006 -0.2981
H -0.5096 2.0799 0.1665
H -1.2467 -1.5373 1.3377
H -0.4977 -1.2669 -0.2321
H -2.5227 -0.6679 -1.1257
H -3.6289 -1.0737 1.6959
H -3.3751 -2.3630 0.5184
H -4.5848 -1.0872 0.1872
H -2.8346 1.1615 0.9714

=====

Number 1: F_max 1.1 eV Å⁻¹. Number 2: F_max 1.0 eV Å⁻¹. Number 3: F_max 0.2 eV Å⁻¹. Number 4: F_max 9.7 eV Å⁻¹. Number 5: F_max 3.4 eV Å⁻¹. Number 6: F_max 2.3 eV Å⁻¹. Number 7: F_max 4.0 eV Å⁻¹. Number 8: F_max 4.2 eV Å⁻¹. Number 9: F_max 0.6 eV Å⁻¹.